i:
Entry from the Open Molecules 2025 dataset: a structure of composition C2H3NO2 (ωB97M-V with the def2-TZVPD basis set).

CARTESIAN COORDINATES (ANGSTROEM)
C -0.42514 0.11885 -0.05088
C 1.01916 0.00596 0.01765
N -1.35915 0.96138 0.15991
O -1.34225 -1.02818 -0.11337
O -2.26874 0.03811 -0.00859
H 1.52658 -0.09569 1.02413
H 1.28299 -0.94887 -0.50806
H 1.56655 0.94844 -0.52079

Properties
LUMO level: 0.825 eV
Frontier orbital gap: 11.019 eV
Highest occupied orbital energy: -10.19 eV

In elementary charge units, the natural (NBO) charges are: C 0.393; C -0.708; N -0.150; O -0.228; O -0.070; H 0.252; H 0.254; H 0.256

---

ii:
Entry from the Open Molecules 2025 dataset: a cluster of 2 separate species, C2H3NO2 in total (ωB97M-V with the def2-TZVPD basis set).

CARTESIAN COORDINATES (ANGSTROEM)
C -0.55987 -1.80549 -0.62409
C -0.60669 -0.76734 0.31549
N -0.75912 -2.56986 -1.45431
O 0.57451 0.67069 -1.18046
O 0.23741 -0.74365 1.29790
H -1.37625 -0.07431 0.43185
H 1.44911 0.38867 -1.01850
H -0.06346 -0.02410 1.82942

Properties
LUMO level (alpha / beta): -1.714 / -1.761 eV
Frontier orbital gap (alpha / beta): 7.955 / 7.492 eV
Highest occupied orbital energy (alpha / beta): -9.67 / -9.25 eV

In elementary charge units, the natural (NBO) charges are: C 0.168; C 0.332; N -0.178; O -0.917; O -0.552; H 0.222; H 0.424; H 0.501

---

iii:
Entry from the Open Molecules 2025 dataset: the molecule C2H3NO2 (ωB97M-V with the def2-TZVPD basis set).

CARTESIAN COORDINATES (ANGSTROEM)
O -2.12878 0.36239 -0.16454
C -1.44146 -0.58064 -0.09552
N 0.23486 -0.42801 0.48035
C 1.08679 0.61615 0.13621
O 1.27990 -0.64804 -0.41311
H -1.59354 -1.63077 -0.31366
H 0.78752 1.39674 -0.55549
H 1.77471 0.91218 0.92576

Properties
LUMO level: 0.655 eV
Frontier orbital gap: 9.524 eV
SMILES: O=CN1CO1
Highest occupied orbital energy: -8.87 eV

In elementary charge units, the natural (NBO) charges are: O -0.468; C 0.566; N -0.252; C 0.036; O -0.371; H 0.148; H 0.170; H 0.171

---

The most stable arrangement is iii, and the next structure is 19.4 kJ/mol less stable.

---

i:
Entry from the Open Molecules 2025 dataset: a cluster of 2 separate species, C2H3NO2 in total (ωB97M-V with the def2-TZVPD basis set).

CARTESIAN COORDINATES (ANGSTROEM)
C -1.44485 -0.86161 -0.87266
C 0.88668 0.49603 0.56795
N 0.25475 0.49509 -0.64191
O -0.89387 -1.08705 -1.86640
O -2.23906 -0.79386 -0.01250
H 1.25055 -0.31414 1.00568
H 1.82700 1.01734 0.43046
H 0.35880 1.04820 1.38937

Properties
LUMO level (alpha / beta): -1.018 / -1.281 eV
Frontier orbital gap (alpha / beta): 8.906 / 8.914 eV
Highest occupied orbital energy (alpha / beta): -9.92 / -10.19 eV

In elementary charge units, the natural (NBO) charges are: C 1.011; C -0.600; N -0.088; O -0.497; O -0.533; H 0.235; H 0.241; H 0.230

---

ii:
Entry from the Open Molecules 2025 dataset: a cluster of 2 separate species, C2H3NO2 in total (ωB97M-V with the def2-TZVPD basis set).

CARTESIAN COORDINATES (ANGSTROEM)
C -1.33049 0.09509 -0.07376
C 0.04711 -0.16216 0.15199
N -2.44506 0.16469 -0.24482
O 0.28944 -1.48893 -0.01977
O 0.84254 0.57140 0.98145
H 0.68789 0.91464 -1.49327
H 1.21158 -1.58425 0.05623
H 0.69699 1.48953 0.64196

Properties
LUMO level (alpha / beta): -0.696 / -0.974 eV
Frontier orbital gap (alpha / beta): 8.947 / 7.789 eV
Highest occupied orbital energy (alpha / beta): -9.64 / -8.76 eV

In elementary charge units, the natural (NBO) charges are: C 0.153; C 0.539; N -0.233; O -0.623; O -0.667; H -0.180; H 0.494; H 0.517

---

The most stable arrangement is i, and the next structure is 35.5 kJ/mol less stable.

---

i:
Entry from the Open Molecules 2025 dataset: a cluster of 2 separate species, C2H3NO2 in total (ωB97M-V with the def2-TZVPD basis set).

CARTESIAN COORDINATES (ANGSTROEM)
C 0.91862 0.44503 1.12116
C -1.24071 -0.23800 -1.37358
N 0.79539 1.34330 1.89319
O 1.20012 -0.31262 0.24184
O -0.28844 -1.13108 -1.68746
H -2.19429 -0.65454 -1.82450
H 0.25665 1.26966 2.83659
H 0.55267 -0.72174 -1.20724

Properties
LUMO level: 0.542 eV
Frontier orbital gap: 9.047 eV
Highest occupied orbital energy: -8.51 eV

In elementary charge units, the natural (NBO) charges are: C 0.887; C 0.048; N -0.726; O -0.576; O -0.664; H 0.063; H 0.444; H 0.523

---

ii:
Entry from the Open Molecules 2025 dataset: the molecule C2H3NO2 (ωB97M-V with the def2-TZVPD basis set).

CARTESIAN COORDINATES (ANGSTROEM)
O -1.24166 0.94326 -1.68499
C -0.56146 0.84622 -0.69632
N -0.25491 -0.37807 -0.13875
C 0.67131 -0.59090 0.87390
O 1.07719 0.26875 1.60234
H -0.18734 1.73238 -0.17442
H -0.47978 -1.17324 -0.72394
H 0.97665 -1.64838 0.94218

Properties
LUMO level: 0.684 eV
Frontier orbital gap: 11.161 eV
SMILES: O=CNC=O
Highest occupied orbital energy: -10.48 eV

In elementary charge units, the natural (NBO) charges are: O -0.549; C 0.534; N -0.662; C 0.543; O -0.546; H 0.149; H 0.410; H 0.120

---

iii:
Entry from the Open Molecules 2025 dataset: the molecule C2H3NO2 (ωB97M-V with the def2-TZVPD basis set).

CARTESIAN COORDINATES (ANGSTROEM)
O 2.28467 -0.16472 -0.06908
C 0.95847 0.06703 0.00974
N 0.13789 1.05012 -0.14154
C -0.40191 -0.19898 0.44850
O -1.29658 -1.09433 -0.19340
H 0.03509 1.91257 -0.59375
H -0.88568 -0.14925 1.49791
H -0.83195 -1.42244 -0.95839

Properties
LUMO level: 0.570 eV
Frontier orbital gap: 10.553 eV
SMILES: O=C1N[C@H]1O
Highest occupied orbital energy: -9.98 eV

In elementary charge units, the natural (NBO) charges are: O -0.616; C 0.600; N -0.586; C 0.183; O -0.678; H 0.424; H 0.198; H 0.475

---

The most stable arrangement is ii, and the next structure is 287.6 kJ/mol less stable.

---

i:
Entry from the Open Molecules 2025 dataset: a cluster of 2 separate species, C2H3NO2 in total (ωB97M-V with the def2-TZVPD basis set).

CARTESIAN COORDINATES (ANGSTROEM)
C -3.03654 -0.28202 -0.29677
N -1.97779 0.18142 -0.30961
O -0.87628 0.64096 -0.38924
H -4.02855 -0.49338 -0.01908
C 1.78835 0.19991 -0.23076
O 1.55563 -0.81375 0.36436
H 2.57008 0.16710 -1.02470
H 1.25414 1.10319 -0.01327

Properties
LUMO level: 0.906 eV
Frontier orbital gap: 10.565 eV
SMILES: C#[N+][O-].C=O
Highest occupied orbital energy: -9.66 eV

In elementary charge units, the natural (NBO) charges are: C -0.053; N 0.223; O -0.418; H 0.250; C 0.280; O -0.508; H 0.098; H 0.128

---

ii:
Entry from the Open Molecules 2025 dataset: the molecule C2H3NO2 (ωB97M-V with the def2-TZVPD basis set).

CARTESIAN COORDINATES (ANGSTROEM)
C -0.92818 -0.52269 0.97373
C -0.43080 0.31424 -0.11537
N 1.91669 0.29850 -0.06604
O 0.81472 1.04240 0.15749
O 1.82061 -0.84974 -0.37361
H -1.69544 -1.17006 0.68204
H -0.22185 -0.06903 -1.24017
H -1.27575 0.95637 -0.01810

Properties
LUMO level: -0.891 eV
Frontier orbital gap: 8.556 eV
Highest occupied orbital energy: -9.45 eV

In elementary charge units, the natural (NBO) charges are: C 0.003; C -0.333; N 0.379; O -0.337; O -0.327; H 0.116; H 0.227; H 0.271

---

The most stable arrangement is i, and the next structure is 321.6 kJ/mol less stable.

---

i:
Entry from the Open Molecules 2025 dataset: the molecule C7H16N2 (ωB97M-V with the def2-TZVPD basis set).

CARTESIAN COORDINATES (ANGSTROEM)
H 2.22335 2.41086 0.77667
N 1.38064 1.82686 0.82701
C 1.30326 0.92576 -0.04795
C 2.22404 0.83647 -1.23581
C 0.04548 -0.37567 0.18162
C 0.57526 -1.16558 1.36742
C -0.04022 -1.21587 -1.07961
C -1.09042 0.51820 0.47221
C -2.36410 -0.73630 0.82602
N -1.58366 1.37175 -0.52725
H 2.67178 -0.15403 -1.31400
H 1.66239 1.05348 -2.14573
H 3.03737 1.56617 -1.16697
H 1.63887 -1.35842 1.23289
H 0.45797 -0.60989 2.29528
H 0.03729 -2.10599 1.46994
H -0.75160 -2.03011 -0.95179
H 0.92606 -1.67312 -1.28724
H -0.33466 -0.62807 -1.94822
H -0.96418 1.05420 1.41047
H -2.76623 -1.08010 -0.12380
H -2.10908 -1.57560 1.46482
H -3.12003 -0.14116 1.33244
H -1.34300 2.34248 -0.39604
H -1.71657 0.94366 -1.43236

Properties
LUMO level: 0.832 eV
Frontier orbital gap: 9.012 eV
SMILES: [H]/N=C(\C)C(C)(C)[C@H](C)N
Highest occupied orbital energy: -8.18 eV

In elementary charge units, the natural (NBO) charges are: H 0.339; N -0.699; C 0.373; C -0.712; C -0.031; C -0.623; C -0.639; C -0.008; C -0.668; N -0.875; H 0.222; H 0.230; H 0.212; H 0.212; H 0.226; H 0.209; H 0.221; H 0.215; H 0.205; H 0.225; H 0.191; H 0.195; H 0.207; H 0.396; H 0.375

---

ii:
Entry from the Open Molecules 2025 dataset: the molecule C7H16N2 (ωB97M-V with the def2-TZVPD basis set).

CARTESIAN COORDINATES (ANGSTROEM)
C -0.32639 2.06342 0.07912
C -0.55260 0.76616 0.11371
C -2.08016 0.23039 0.26397
C -2.80931 0.34040 -1.06849
C 0.40303 -0.36036 0.20325
C 0.63661 -0.74238 1.66257
N -0.03334 -1.51437 -0.53423
N 1.71842 0.32661 -0.43494
C 2.99909 -0.30553 -0.20021
H 0.67737 2.45120 0.04623
H -1.13655 2.77175 0.15647
H -2.55872 0.86290 1.01307
H -2.09456 -0.80090 0.61202
H -2.78174 1.36326 -1.44039
H -2.35176 -0.31225 -1.81035
H -3.85442 0.04962 -0.96084
H 1.38559 -1.52881 1.73246
H 0.97292 0.12185 2.22675
H -0.27857 -1.13676 2.09696
H -0.14552 -1.31303 -1.52066
H 0.59905 -2.29531 -0.41580
H 1.54885 0.34405 -1.43805
H 3.01704 -1.38540 -0.43273
H 3.77109 0.18461 -0.79788
H 3.27456 -0.18113 0.84798

Properties
LUMO level: 0.969 eV
Frontier orbital gap: 9.403 eV
SMILES: C=C(CC)[C@@](C)(N)NC
Highest occupied orbital energy: -8.43 eV

In elementary charge units, the natural (NBO) charges are: C -0.405; C 0.032; C -0.437; C -0.597; C 0.223; C -0.623; N -0.847; N -0.653; C -0.414; H 0.224; H 0.194; H 0.200; H 0.218; H 0.204; H 0.196; H 0.205; H 0.208; H 0.228; H 0.226; H 0.363; H 0.367; H 0.343; H 0.150; H 0.204; H 0.189

---

The most stable arrangement is ii, and the next structure is 64.7 kJ/mol less stable.